[1]
16
Properties=species:S:1:pos:R:3:forces:R:3:lowdin_charge:R:1 method="wB97M-V/def2-TZVPD" orbital_gap_ev=10.50 lumo_ev=0.7 smiles="NC(=O)[C@@H]1C[C@H]1C(=O)O" de_lowest_kj_mol=187.5
N 1.53513 1.17147 2.06305 0.2 0.1 0.1 0.15
C 0.39316 0.53284 1.70893 0.3 -1.1 -1.8 -0.46
O -0.54902 0.37918 2.45850 0.5 0.1 -0.7 0.06
C 0.43575 -0.09271 0.12789 0.4 2.1 4.4 -0.16
C 0.15010 0.94027 -0.93202 -0.1 0.0 0.0 -0.06
C -0.90109 0.00138 -0.40179 -0.9 -3.6 -4.0 -0.14
C -1.20058 -1.25185 -1.52173 -0.9 2.1 0.7 -0.41
O -1.77949 -1.08925 -2.57582 0.7 0.0 1.1 0.08
O -0.79912 -2.47423 -1.11129 -0.1 0.3 -0.1 0.09
H 2.28561 1.33716 1.41134 -0.2 -0.1 0.1 0.10
H 1.62112 1.53636 3.00393 -0.1 -0.1 -0.3 0.11
H 1.12321 -0.92377 0.05216 -0.2 -0.1 -0.3 0.14
H 0.10073 1.98585 -0.64750 0.0 -0.1 0.1 0.11
H 0.50652 0.76597 -1.94152 0.0 0.0 0.1 0.11
H -1.81342 0.27450 0.11112 0.3 0.1 0.3 0.14
H -1.10861 -3.09317 -1.80525 0.2 0.3 0.3 0.13

=====

[2]
16
Properties=species:S:1:pos:R:3:forces:R:3:lowdin_charge:R:1 method="wB97M-V/def2-TZVPD" orbital_gap_ev=9.25 lumo_ev=-1.0 de_lowest_kj_mol=931.5
C -1.04194 -1.59674 -2.07028 1.2 -4.1 -4.5 -0.08
C -1.45327 -0.79219 -0.93807 1.1 0.0 0.2 -0.63
C -0.53078 0.03991 -0.12496 3.1 0.9 0.1 -0.33
C 0.79792 0.19987 -0.35812 -0.6 -1.6 -3.7 0.09
C 1.78644 0.65689 0.72088 -0.1 1.1 -2.3 -0.62
H -2.13535 -1.24311 -3.10324 3.8 -1.4 2.9 0.21
H -1.23365 -3.05568 -1.69750 0.6 4.8 -1.3 0.20
H 0.54310 -1.57398 -2.53359 -4.8 0.0 1.0 0.20
H -1.95381 1.08536 0.69980 2.5 -2.1 2.5 0.20
H -1.24632 -0.45373 1.53946 -0.6 3.1 -0.1 0.16
H 1.06329 -0.06918 -1.60113 0.1 0.8 4.4 0.15
H 0.38270 1.42451 1.95640 2.9 0.0 -2.2 0.18
N -1.00502 0.54874 1.13212 -4.1 -1.6 -1.2 0.02
O -2.58042 -0.98112 -0.59421 -2.0 0.6 1.3 0.05
O 1.39870 1.51752 1.57736 -5.7 2.0 4.6 0.07
O 2.96484 0.58836 0.69663 2.8 -2.5 -1.8 0.12

=====

[3]
16
Properties=species:S:1:pos:R:3:forces:R:3:lowdin_charge:R:1 method="wB97M-V/def2-TZVPD" orbital_gap_ev=10.44 lumo_ev=0.5 smiles="NC(=O)[C@H](O)C#CCO" de_lowest_kj_mol=483.9
N -2.29595 -0.47271 -1.14832 -0.8 1.2 -0.8 0.12
C -2.13205 0.43783 -0.19605 3.5 2.7 -3.4 -0.47
O -2.11675 1.57964 -0.74028 -0.5 0.2 2.2 -0.02
C -1.19928 0.22011 1.00577 -1.4 -0.3 1.0 -0.34
O -1.20544 1.39397 1.77064 0.2 -0.1 0.3 -0.01
C 0.15998 -0.18647 0.61863 0.8 -0.3 -0.7 0.06
C 1.28701 -0.51215 0.31772 -1.1 0.3 0.3 0.03
C 2.65510 -0.88961 -0.06653 0.0 -0.3 0.3 -0.28
O 3.19036 -0.08714 -1.09489 0.1 0.0 -0.2 -0.05
H -2.53266 -1.40569 -0.83400 -0.2 -0.2 -1.2 0.10
H -2.37984 0.38338 -1.99694 -0.5 -3.7 2.0 0.25
H -1.64888 -0.60349 1.58794 0.3 0.4 0.3 0.16
H -1.01791 2.12505 1.16022 -0.2 -0.2 0.0 0.10
H 2.64696 -1.92288 -0.44036 0.0 0.3 0.1 0.13
H 3.29491 -0.87403 0.83131 -0.1 0.0 -0.2 0.12
H 3.29443 0.81419 -0.77486 -0.1 0.0 0.0 0.09

=====

[4]
16
Properties=species:S:1:pos:R:3:forces:R:3:lowdin_charge:R:1 method="wB97M-V/def2-TZVPD" orbital_gap_ev=8.04 lumo_ev=0.0 smiles="C[NH2+]C1=C([O-])[C@@H](O)C1=O" de_lowest_kj_mol=469.2
C 2.43872 -0.69173 -0.04173 -0.6 -1.8 -1.6 -0.03
N 1.51991 0.36544 -0.58193 -2.0 -1.0 1.8 0.09
C -0.07622 0.11055 -0.24739 1.5 1.6 -0.6 -0.04
C -0.94462 1.17159 0.09558 -0.7 -1.6 -1.2 -0.44
O -0.81846 2.34677 0.02605 0.2 3.3 0.4 0.06
C -2.15301 0.18746 0.42400 1.7 -1.0 1.1 -0.17
O -3.19481 0.03346 -0.51941 0.3 0.3 0.5 -0.01
C -0.94407 -0.88366 0.21713 -0.6 1.1 0.5 -0.42
O -0.82235 -1.98937 0.60058 -0.1 -3.3 0.5 0.07
H 2.27067 -0.93873 0.95087 -1.5 -0.2 1.9 0.07
H 2.39878 -1.70159 -0.57872 -0.2 1.8 0.3 0.14
H 3.43273 -0.37953 0.06115 1.6 0.9 -0.9 0.06
H 1.59580 0.38555 -1.61069 0.1 0.7 0.8 0.17
H 1.71586 1.27076 -0.06272 -0.4 -1.0 -1.4 0.19
H -2.47674 0.11266 1.55039 0.4 0.4 -2.1 0.18
H -3.94219 0.60039 -0.28316 0.3 -0.1 0.0 0.10

=====

[5]
21
Properties=species:S:1:pos:R:3:forces:R:3:lowdin_charge:R:1 method="wB97M-V/def2-TZVPD" orbital_gap_ev=9.15 lumo_ev=0.1 de_lowest_kj_mol=377.2
C -1.58064 0.25317 1.54039 2.5 0.8 0.1 -0.27
C 0.27035 -0.32890 -0.74053 -1.4 0.1 -3.7 -0.21
C 1.12041 2.07643 -0.32181 -0.4 -1.8 -1.0 -0.07
C 0.64964 0.80152 0.42628 0.2 -2.3 1.4 -0.23
C 1.31354 1.42954 -1.72093 -0.7 0.2 -1.4 -0.16
N -0.96623 -2.33106 0.47753 0.2 -0.5 1.7 -0.21
O 0.66352 -1.18857 2.34944 -2.4 -0.2 -0.6 -0.31
O -1.50549 -2.01662 3.12212 -0.2 0.2 -1.0 -0.29
O -2.00143 -1.74856 -1.68596 -0.4 0.4 -0.8 -0.21
O -2.12686 -0.12569 0.24217 -1.4 -0.4 -0.5 -0.24
O -0.43944 1.11282 1.31740 -1.3 -0.4 -0.7 -0.14
O 0.19996 0.47781 -1.94596 0.3 2.0 1.2 -0.19
S -0.78727 -1.29711 2.11129 2.3 -1.3 2.2 0.77
S -1.36501 -1.23006 -0.53916 1.7 1.1 0.0 0.74
H 0.30408 2.85113 -0.34778 0.9 -0.9 0.2 0.15
H 2.09949 2.46310 -0.00839 -0.6 0.0 0.3 0.12
H 0.70238 -1.11631 -1.45882 1.3 -0.3 3.2 0.17
H 1.33830 0.20007 1.07268 0.2 1.3 -0.8 0.13
H 1.02731 2.18815 -2.48369 1.3 -0.6 0.1 0.13
H 2.33722 0.85984 -1.85256 -1.9 1.3 0.2 0.16
H -1.25382 -3.33069 0.44629 -0.1 1.3 -0.1 0.14

=====

[6]
15
Properties=species:S:1:pos:R:3:forces:R:3:lowdin_charge:R:1 method="wB97M-V/def2-TZVPD" orbital_gap_ev="8.29 / 7.85" lumo_ev="-0.3 / -0.9" de_lowest_kj_mol=469.0
C -1.67085 -1.06939 -0.07944 -1.8 -1.4 -0.1 -0.35
C 0.54363 -0.30194 1.30254 -0.7 3.3 0.2 0.10
C 0.11908 0.48810 -0.90335 0.5 3.1 0.1 -0.19
C 1.09629 -0.39654 -0.12684 -0.5 0.0 1.0 -0.45
C -1.18070 0.19158 -0.21847 1.7 2.0 1.6 -0.62
N -2.35384 -1.98911 0.06289 0.2 -0.8 0.0 0.17
O 2.45405 -0.00677 -0.07531 0.0 -0.3 -0.6 -0.02
S -2.22855 1.55983 0.29463 0.3 -1.2 0.9 0.81
H 0.56959 -1.02652 2.09019 -0.1 -1.1 -0.2 0.06
H 0.63834 0.74196 1.86607 -0.2 -1.9 -1.9 0.13
H 0.26655 1.69339 -0.82747 0.2 -3.0 0.4 0.17
H 0.10410 0.38228 -1.97019 0.0 -0.6 -0.7 0.10
H 1.04746 -1.44267 -0.53992 -0.3 0.8 0.5 0.16
H 2.86646 -0.86791 0.03003 0.8 0.2 0.0 0.09
H -2.27161 2.04373 -0.90537 -0.1 0.7 -1.3 -0.15

=====

[7]
15
Properties=species:S:1:pos:R:3:forces:R:3:lowdin_charge:R:1 method="wB97M-V/def2-TZVPD" orbital_gap_ev=7.81 lumo_ev=-0.8 de_lowest_kj_mol=829.7
C -1.88963 1.31318 0.39008 -4.4 0.0 6.3 -0.17
C -0.60937 0.93399 -0.14058 2.1 4.8 -2.5 -0.46
C 0.13018 1.95576 -0.74147 3.5 -8.2 2.0 0.12
C -0.17280 -0.45346 -0.24107 0.5 1.1 -0.8 -0.83
C 1.14242 -0.75710 -0.80116 4.4 3.2 1.3 -0.17
H -2.83382 1.11798 -0.18107 1.1 0.5 0.0 0.07
H -2.12961 0.50309 1.32850 0.7 2.1 -2.3 0.10
H -2.05091 2.44838 1.14200 0.9 -3.3 -3.0 0.18
H -0.02248 2.92191 -0.87620 -1.3 4.1 -0.3 0.01
H 1.23926 1.55093 -0.86989 -2.4 1.5 -0.6 0.09
H 1.34802 -0.93288 -1.88535 -0.3 -0.3 1.2 0.14
H 2.76125 1.04985 1.33132 -4.2 -4.1 0.1 0.34
N 2.19728 -0.24399 -0.10416 -3.2 -3.2 -2.7 -0.10
O 1.76615 0.03238 1.17388 4.9 4.8 0.6 -0.18
S -1.21416 -1.57278 0.03462 -2.1 -3.0 0.7 0.87

=====

[8]
15
Properties=species:S:1:pos:R:3:forces:R:3:lowdin_charge:R:1 method="wB97M-V/def2-TZVPD" orbital_gap_ev=9.26 lumo_ev=0.9 smiles="C[C@@]12C[C@@H]1OC=NS2" de_lowest_kj_mol=297.8
C 2.20523 -0.47040 -0.71290 -1.5 -2.0 -0.7 -0.09
C 1.00512 0.00012 0.06732 -1.0 -1.9 0.1 -0.76
C 1.13068 1.17557 0.94451 -3.2 -0.7 0.4 -0.03
C 0.28119 1.23244 -0.29962 -0.5 0.4 -3.0 -0.24
O -1.16091 1.38870 -0.20280 1.2 -0.8 0.4 -0.05
C -1.98920 0.28548 -0.25506 -0.3 1.9 0.4 -0.31
N -1.64529 -0.92627 -0.22677 -1.2 1.1 0.3 -0.29
S -0.16080 -1.31905 0.38532 1.4 -1.3 0.6 0.96
H 1.80027 -0.86126 -1.71472 1.1 0.8 1.2 0.11
H 2.64835 -1.36001 -0.19372 -0.2 0.8 -0.4 0.09
H 2.91952 0.31583 -0.74759 0.8 0.5 -0.6 0.07
H 2.01205 1.66166 0.85958 2.7 1.6 0.3 0.07
H 0.58300 1.12703 1.89868 0.4 0.4 -0.6 0.13
H 0.62813 1.49408 -1.39139 -0.6 0.6 2.5 0.20
H -3.01235 0.76250 -0.13166 0.9 -1.4 -0.9 0.15

=====

[9]
15
Properties=species:S:1:pos:R:3:forces:R:3:lowdin_charge:R:1 method="wB97M-V/def2-TZVPD" orbital_gap_ev=8.55 lumo_ev=0.6 de_lowest_kj_mol=259.9
C 1.56488 -1.42628 -0.51560 -0.5 0.8 0.7 -0.40
C 0.29260 -0.66128 1.59007 -1.3 2.5 -2.8 -0.63
C -0.00981 0.24250 -0.30274 -0.5 -1.9 3.4 -0.47
C 0.14070 1.68648 -0.09474 1.9 2.2 2.1 -0.08
C -1.45018 -0.24127 -0.58745 0.4 0.6 1.0 -0.04
N 0.97416 -0.42855 -0.97655 -0.3 -0.6 -1.5 0.02
O -0.30621 -0.31398 2.54948 0.2 -0.4 0.4 0.02
S 1.50425 -1.83273 1.25543 0.5 -1.0 -0.2 0.96
H 2.08666 -2.06117 -1.18395 1.0 -0.6 -0.1 0.07
H 0.35839 2.26543 -0.99807 -1.2 -0.1 -0.3 0.07
H 1.15559 2.04773 0.44636 -2.2 -1.4 -0.5 0.13
H -0.73964 1.99228 0.55425 1.2 0.3 -1.1 0.11
H -1.54888 -1.27530 -0.46138 0.6 -2.1 -0.7 0.06
H -1.89604 0.05614 -1.52186 0.0 0.3 -0.4 0.08
H -2.12645 -0.04999 0.24675 0.1 1.3 0.0 0.09

=====

[10]
15
Properties=species:S:1:pos:R:3:forces:R:3:lowdin_charge:R:1 method="wB97M-V/def2-TZVPD" orbital_gap_ev=8.72 lumo_ev=0.2 smiles="C=CN1C[C@@H](S)C1=S" de_lowest_kj_mol=428.4
C -3.23481 -0.90915 -0.51629 1.5 -2.2 -0.7 -0.02
C -2.36275 0.09413 -0.11687 -5.0 -1.0 -2.2 -0.17
N -1.02560 -0.10871 0.14459 -2.1 -1.5 1.3 -0.14
C -0.35720 -1.34682 0.75288 -1.9 0.0 -0.2 -0.10
C 0.93010 -0.48647 0.66634 -0.3 -0.3 -2.0 -0.61
S 2.40498 -0.89898 -0.49977 -2.1 -3.3 1.9 0.59
C -0.00880 0.71996 0.27331 3.0 -2.5 -0.5 -0.93
S 0.42577 2.19250 -0.05990 -0.1 2.3 -0.3 0.71
H -4.18488 -0.82289 -1.15407 1.3 0.7 1.8 0.07
H -2.95217 -2.07833 -0.52152 -0.2 2.8 0.1 0.08
H -3.00907 1.04920 -0.16410 2.5 -0.7 0.3 0.14
H -0.53705 -2.31756 0.04038 0.6 2.3 2.3 0.16
H -0.70828 -1.33270 1.95266 0.7 -1.0 -3.4 0.18
H 1.18167 -0.35715 1.65067 1.8 0.4 2.2 0.05
H 2.29784 -2.50563 -0.21748 0.3 3.8 -0.6 0.00

=====

[11]
15
Properties=species:S:1:pos:R:3:forces:R:3:lowdin_charge:R:1 method="wB97M-V/def2-TZVPD" orbital_gap_ev=7.73 lumo_ev=4.0 charge=-1 de_lowest_kj_mol=388.7
C 1.70883 0.47887 -0.37582 0.8 3.3 -2.2 -0.15
C -3.34139 -0.57154 -1.14740 -2.0 -0.4 0.7 -0.02
C 0.51405 0.90954 0.38478 0.6 -0.4 1.2 -0.37
C -2.36319 0.13517 -1.21569 0.1 -0.3 -0.5 -0.30
C -0.41710 0.08973 0.83981 0.0 -0.5 1.2 -0.10
O -1.89432 2.20344 -2.63952 0.2 -0.1 0.2 -0.55
O -0.30639 0.30424 -2.85628 -0.9 0.9 1.4 -0.55
S -1.03021 1.25009 -1.89564 0.2 -0.3 -2.4 0.62
H 2.27066 -0.40715 -0.27934 0.3 -1.3 1.2 0.04
H 1.34622 0.38894 -1.45192 0.7 0.6 0.8 0.05
H -4.35620 -1.01828 -0.98439 1.8 0.6 -0.3 0.02
H 2.41639 1.42131 -0.24161 -0.8 -2.2 -0.8 0.10
H 0.61587 1.96973 0.54230 -1.0 0.3 0.2 0.08
H -1.33117 0.35375 1.42420 1.0 -0.2 -0.7 0.07
H -0.12689 -0.95445 0.67595 -0.9 0.1 0.1 0.07

=====

[12]
15
Properties=species:S:1:pos:R:3:forces:R:3:lowdin_charge:R:1 method="wB97M-V/def2-TZVPD" orbital_gap_ev=7.48 lumo_ev=3.5 charge=-1 de_lowest_kj_mol=328.7
C 2.61114 -0.20934 -0.01411 0.2 -1.0 0.8 -0.14
C -1.50593 2.30389 0.83500 0.2 0.5 -0.2 -0.01
C 1.15381 -0.52441 -0.00261 -1.9 -0.4 -1.5 -0.22
C -1.98386 1.22031 0.68049 -0.7 -1.5 -0.3 -0.30
C 0.51406 -1.40072 -0.83256 4.6 2.0 2.6 0.04
O -2.79891 -0.63845 -1.01034 0.1 0.3 1.6 -0.59
O -4.22598 0.04504 0.98506 2.1 -0.9 -0.8 -0.61
S -2.83922 -0.41062 0.49074 -2.2 0.8 -0.6 0.60
H 3.13888 -0.38241 0.96985 -0.6 0.6 -0.9 0.08
H 3.14020 -0.77031 -0.76117 0.3 -0.6 -0.4 0.05
H -1.16089 3.28861 0.78726 0.4 0.7 0.2 -0.02
H 2.62291 0.80216 -0.36529 0.6 0.9 0.3 0.06
H 0.59274 0.26299 0.49092 -0.4 -0.3 0.3 0.06
H -0.47107 -1.55280 -0.95821 -3.4 -0.1 -0.2 -0.02
H 1.21210 -2.03391 -1.29503 0.6 -1.1 -1.1 0.03